The following is a DFT calculation (ωB97M-V/def2-TZVPD) of a molecular structure, C23H41BrP2Pm.

- gap between HOMO and LUMO (alpha / beta) (eV) = 7.7 / 7.9
- strongest force on any atom (eV/Å) = 1.50
- energy above the lowest of the compared OMol25 structures with the same formula, charge and spin (eV) = 0.000
- 2S+1 = 5
- total charge = +1

Geometry as XYZ:
```
68
Properties=species:S:1:pos:R:3:lowdin_charge:R:1
Pm -0.2343 -2.5959 -0.0279 1.133
C -1.0361 -3.4387 2.3003 -0.334
C -2.1716 -2.7469 1.7596 -0.327
C -1.7853 -4.6242 0.4472 -0.332
C -0.8105 -4.6128 1.4957 -0.333
C -2.6165 -3.4648 0.6022 -0.335
C -0.1838 -2.9645 3.4251 -0.050
H -0.2605 -1.8777 3.5718 0.067
H 0.8837 -3.1971 3.2750 0.081
H -0.4795 -3.4370 4.3776 0.102
C 0.3451 -5.5400 1.6057 -0.040
H 0.9357 -5.3328 2.5038 0.082
H 1.0220 -5.4664 0.7429 0.045
H 0.0055 -6.5816 1.6539 0.100
C -1.8269 -5.5831 -0.6938 -0.037
H -2.1418 -6.5786 -0.3609 0.099
H -0.8486 -5.6974 -1.1749 0.054
H -2.5298 -5.2559 -1.4682 0.080
C -3.7035 -3.0316 -0.3247 -0.047
H -4.6496 -3.5492 -0.0911 0.102
H -3.4720 -3.2513 -1.3812 0.078
H -3.8972 -1.9529 -0.2543 0.068
C -2.7183 -1.4478 2.2386 -0.038
H -3.5745 -1.6204 2.9104 0.103
H -3.0819 -0.8121 1.4150 0.069
H -1.9781 -0.8614 2.7971 0.069
C 2.9853 3.6595 -0.2719 -0.108
C 2.3361 3.9386 0.8688 -0.148
C 1.3098 5.0052 1.0746 -0.174
C 0.5057 5.4821 -0.1631 -0.189
C -0.1351 4.4086 -0.9937 -0.098
C 0.4331 3.7470 -2.0097 -0.148
C 1.8114 3.9749 -2.5439 -0.178
C 2.8889 4.4476 -1.5390 -0.190
H 1.8001 5.8890 1.5233 0.127
H 1.1247 6.1705 -0.7617 0.107
H 0.5865 4.6571 1.8293 0.113
H 2.7727 5.5275 -1.3527 0.107
H 3.7274 2.8515 -0.2881 0.096
H 2.6276 3.4119 1.7897 0.107
H 3.8582 4.3301 -2.0570 0.119
H 2.1677 3.0453 -3.0135 0.107
H -0.1785 3.0664 -2.6173 0.080
H 1.7615 4.7184 -3.3619 0.128
H -0.3240 6.0942 0.2378 0.117
H -1.1958 4.2330 -0.7656 0.106
P 1.2463 -0.2649 0.6482 0.741
C 3.0631 -0.2114 0.5729 -0.259
C 0.9217 1.1699 1.7380 -0.266
P -0.9003 -0.2963 -1.6140 0.739
C 0.7107 0.5022 -1.0062 -0.492
C -2.0310 1.1325 -1.4202 -0.261
C -0.7385 -0.3545 -3.4244 -0.268
H 3.4227 -0.9945 -0.1079 0.045
H 3.4939 -0.3973 1.5686 0.062
H 3.3949 0.7727 0.2181 0.032
H 1.4416 2.0083 1.2432 -0.005
H 1.3596 1.0218 2.7416 0.066
H -0.1537 1.4022 1.8133 0.053
H -0.4265 0.6314 -3.7846 0.050
H -1.7060 -0.6107 -3.8819 0.060
H -0.0040 -1.1115 -3.7277 0.044
H 1.5063 0.3794 -1.7592 0.069
H 0.5440 1.5857 -0.8707 0.023
H -2.9937 0.9214 -1.9174 0.061
H -1.5589 2.0081 -1.9006 0.017
H -2.1941 1.3487 -0.3516 0.049
Br 1.5472 -3.7789 -1.7067 -0.101
```